{
  "formula": "C22H21I2N11O3S4SbTi",
  "method": "ωB97M-V with the def2-TZVPD basis set",
  "orbital_gap_ha": [0.245, 0.226],
  "lumo_ev": [3.57, 2.65],
  "de_lowest_kcal_mol": 0.0,
  "total_charge": -2,
  "spin_multiplicity": 2,
  "s2": 0.755,
  "species": ["Ti", "O", "C", "C", "C", "C", "C", "C", "N", "H", "H", "H", "H", "H", "H", "H", "N", "C", "N", "N", "N", "N", "C", "N", "N", "N", "N", "H", "S", "Sb", "S", "S", "S", "I", "I", "C", "O", "C", "C", "C", "C", "C", "C", "N", "C", "C", "C", "C", "C", "C", "C", "O", "H", "H", "H", "H", "H", "H", "H", "H", "H", "H", "H", "H", "H"],
  "positions_angstrom": [[0.11, -1.53, -2.34], [2.46, 0.83, -1.02], [3.27, -0.24, -0.62], [2.52, -1.39, 0.02], [2.97, -1.81, 1.27], [2.41, -2.90, 1.90], [1.39, -3.56, 1.26], [0.96, -3.08, 0.04], [1.50, -2.02, -0.60], [2.30, 0.74, -1.97], [3.97, 0.14, 0.13], [3.87, -0.63, -1.44], [3.78, -1.25, 1.73], [2.77, -3.22, 2.87], [0.89, -4.42, 1.69], [0.12, -3.56, -0.43], [0.09, -3.34, -5.41], [-0.37, -2.06, -5.39], [-0.86, -1.45, -6.44], [-1.19, -0.22, -5.98], [-0.92, -0.09, -4.74], [-0.38, -1.27, -4.30], [0.67, -3.97, -4.34], [1.18, -5.19, -4.44], [1.66, -5.43, -3.20], [1.47, -4.43, -2.43], [0.81, -3.45, -3.12], [0.07, -3.83, -6.28], [-3.96, 0.63, -0.78], [-2.91, -1.15, 0.07], [-0.86, -0.63, 1.28], [-1.85, -2.48, -1.74], [-3.86, -2.73, 1.37], [2.85, -0.79, -4.05], [5.77, 0.47, -3.68], [0.75, 2.31, 6.12], [0.44, 2.21, 4.75], [-0.90, 2.20, 4.41], [-1.93, 2.40, 5.30], [-3.25, 2.34, 4.86], [-3.51, 2.09, 3.52], [-2.47, 1.90, 2.62], [-1.15, 1.95, 3.04], [-0.06, 1.78, 2.20], [-0.13, 1.05, 0.96], [-0.64, 1.86, -0.21], [-1.05, 3.17, 0.00], [-1.44, 4.00, -1.04], [-1.39, 3.52, -2.34], [-0.96, 2.23, -2.58], [-0.59, 1.40, -1.53], [-0.20, 0.15, -1.88], [0.28, 1.50, 6.69], [0.42, 3.27, 6.54], [1.83, 2.23, 6.19], [-1.72, 2.58, 6.35], [-4.06, 2.49, 5.56], [-4.53, 2.03, 3.16], [-2.71, 1.71, 1.58], [0.79, 1.61, 2.71], [0.91, 0.81, 0.70], [-1.05, 3.55, 1.01], [-1.76, 5.01, -0.83], [-1.69, 4.15, -3.17], [-0.93, 1.82, -3.58]],
  "nbo_charge": [1.53, -0.73, -0.11, 0.24, -0.27, -0.15, -0.21, 0.11, -0.53, 0.50, 0.17, 0.23, 0.21, 0.21, 0.22, 0.25, -0.58, 0.49, -0.39, -0.07, -0.09, -0.52, 0.47, -0.39, -0.09, -0.12, -0.53, 0.42, -0.77, 1.40, -0.26, -0.57, -0.81, -0.30, -0.43, -0.24, -0.52, 0.24, -0.31, -0.25, -0.20, -0.28, 0.21, -0.63, -0.15, -0.11, -0.19, -0.23, -0.19, -0.25, 0.37, -0.76, 0.17, 0.17, 0.19, 0.20, 0.20, 0.22, 0.26, 0.40, 0.26, 0.22, 0.20, 0.20, 0.26]
}


{
  "formula": "C2H6S",
  "method": "ωB97M-V with the def2-TZVPD basis set",
  "orbital_gap_ha": 0.370,
  "lumo_ev": 1.12,
  "smiles": "CCS",
  "de_lowest_kcal_mol": 1.7,
  "total_charge": 0,
  "spin_multiplicity": 1,
  "species": ["C", "C", "S", "H", "H", "H", "H", "H", "H"],
  "positions_angstrom": [[-1.11, -0.75, 1.03], [-0.53, 0.47, 0.35], [0.87, 0.26, -0.75], [-0.36, -1.23, 1.67], [-1.39, -1.50, 0.28], [-1.97, -0.54, 1.66], [-1.29, 0.99, -0.22], [-0.21, 1.19, 1.10], [1.08, -1.05, -0.70]],
  "nbo_charge": [-0.61, -0.52, -0.04, 0.21, 0.21, 0.22, 0.21, 0.21, 0.12]
}


{
  "formula": "C5H6IN3O2",
  "method": "ωB97M-V with the def2-TZVPD basis set",
  "orbital_gap_ha": 0.306,
  "lumo_ev": -0.40,
  "de_lowest_kcal_mol": 98.5,
  "total_charge": 0,
  "spin_multiplicity": 1,
  "species": ["C", "C", "C", "C", "C", "N", "N", "N", "O", "O", "I", "H", "H", "H", "H", "H", "H"],
  "positions_angstrom": [[0.31, -1.01, 1.30], [0.31, 0.50, -0.10], [-0.81, -1.61, 0.77], [1.23, 1.59, -0.30], [-1.44, 0.62, -1.96], [-1.38, -0.99, -0.29], [-0.72, 0.05, -0.71], [1.27, -1.32, 2.20], [2.30, -0.61, 2.14], [1.05, -2.28, 2.90], [-1.85, -3.19, 1.59], [2.37, 1.38, -0.59], [0.88, 2.40, -0.95], [1.47, 1.92, 0.77], [-0.78, 1.38, -2.46], [-1.86, -0.07, -2.70], [-2.34, 1.24, -1.60]],
  "nbo_charge": [0.01, 0.32, -0.02, -0.74, -0.42, -0.38, -0.15, 0.45, -0.43, -0.38, 0.25, 0.27, 0.24, 0.28, 0.21, 0.25, 0.23]
}


{
  "formula": "C4H6N2",
  "method": "ωB97M-V with the def2-TZVPD basis set",
  "orbital_gap_ha": [0.322, 0.284],
  "lumo_ev": [-10.62, -15.78],
  "de_lowest_kcal_mol": 63.8,
  "total_charge": 2,
  "spin_multiplicity": 3,
  "s2": 2.018,
  "species": ["C", "C", "C", "C", "N", "N", "H", "H", "H", "H", "H", "H"],
  "positions_angstrom": [[1.76, -0.70, -0.05], [1.22, 1.43, 0.03], [-1.49, 0.79, -0.04], [0.33, -0.90, 0.04], [2.12, 0.59, -0.01], [-0.29, 0.38, 0.00], [2.52, -1.48, -0.16], [1.16, 2.50, 0.10], [-2.35, 0.11, 0.01], [-1.72, 1.85, -0.15], [-0.01, -1.61, -0.76], [0.10, -1.50, 0.96]],
  "nbo_charge": [0.12, 0.28, 0.16, -0.35, 0.05, -0.20, 0.33, 0.33, 0.31, 0.29, 0.34, 0.34]
}